{"formula": "C22H41Cl3N3O4SiY", "method": "ωB97M-V/def2-TZVPD", "species": ["C", "C", "H", "H", "H", "C", "C", "H", "H", "H", "H", "Y", "Cl", "Cl", "H", "H", "C", "C", "N", "H", "C", "O", "H", "H", "H", "H", "H", "H", "C", "C", "N", "H", "C", "O", "H", "H", "H", "H", "O", "C", "C", "C", "H", "C", "H", "C", "H", "C", "C", "H", "H", "H", "Si", "Cl", "C", "C", "C", "H", "H", "H", "H", "H", "H", "H", "H", "H", "C", "C", "N", "O", "H", "H", "H", "H", "H"], "xyz": [[0.102, 4.757, -1.951], [-0.639, 3.982, -0.876], [-0.230, 5.807, -1.945], [-0.106, 4.304, -2.933], [1.182, 4.753, -1.755], [-1.739, 4.555, -0.225], [-2.593, 5.656, -0.732], [-2.060, 4.149, 0.725], [-3.037, 5.481, -1.730], [-2.109, 6.644, -0.755], [-3.423, 5.747, -0.017], [0.201, -2.316, 0.257], [2.495, -1.124, 0.569], [0.047, -3.893, -1.777], [2.453, -7.379, 0.918], [5.175, -6.191, -0.143], [2.247, -6.691, 0.082], [4.400, -5.597, -0.652], [3.152, -5.535, 0.111], [1.217, -6.320, 0.147], [2.763, -4.411, 0.728], [1.551, -4.148, 0.980], [4.768, -4.568, -0.791], [3.572, -3.700, 1.004], [2.403, -7.253, -0.845], [4.218, -6.067, -1.631], [-2.589, 0.610, -2.033], [-4.052, 2.067, 0.275], [-3.316, -0.098, -1.600], [-4.381, 1.013, 0.379], [-3.363, 0.076, -0.136], [-3.005, -1.122, -1.833], [-2.726, -0.793, 0.670], [-2.073, -1.786, 0.245], [-4.569, 0.807, 1.449], [-2.815, -0.574, 1.754], [-4.320, 0.113, -1.986], [-5.306, 0.889, -0.211], [-0.620, 2.452, -1.179], [0.174, 2.858, -0.118], [-1.467, 2.156, 1.656], [-0.181, 2.579, 1.283], [-2.224, 2.054, 0.873], [-1.794, 2.023, 3.005], [1.246, 2.793, -0.345], [0.758, 2.938, 2.265], [-2.802, 1.700, 3.297], [-0.810, 2.279, 3.974], [0.454, 2.765, 3.608], [1.679, 3.429, 1.946], [-1.051, 2.121, 5.033], [1.192, 3.010, 4.373], [0.909, -0.216, -3.069], [-0.126, -0.154, -1.059], [-0.027, -1.449, -4.127], [2.548, -1.156, -2.926], [1.148, 1.504, -3.721], [-1.096, -1.453, -3.908], [0.341, -2.474, -3.956], [0.113, -1.229, -5.195], [0.211, 1.921, -4.123], [1.878, 1.431, -4.548], [1.545, 2.180, -2.940], [2.880, -1.252, -1.882], [3.334, -0.642, -3.511], [2.454, -2.178, -3.335], [1.739, -1.533, 3.831], [0.295, -1.512, 3.467], [-0.540, -0.854, 4.280], [-0.200, -2.123, 2.463], [1.884, -1.123, 4.841], [2.322, -0.944, 3.104], [2.109, -2.569, 3.782], [-1.539, -0.996, 4.153], [-0.231, -0.180, 4.965]], "forces_ev_per_angstrom": [[-0.2, -0.2, 0.0], [0.8, 0.2, 1.8], [0.1, -0.4, -0.1], [0.2, 0.3, 0.2], [-0.2, -0.1, -0.2], [0.0, -0.4, 0.2], [-0.4, 0.3, -0.2], [0.1, 0.1, -0.1], [0.0, 0.2, 0.2], [0.0, 0.1, -0.2], [0.0, 0.2, -0.3], [0.5, -1.2, 0.3], [0.0, -0.1, 0.2], [0.0, 0.1, 0.3], [0.0, 0.3, -0.2], [-0.3, 0.2, -0.1], [-0.1, 0.1, -0.2], [0.4, 0.1, 0.5], [-0.3, -0.1, 0.2], [0.3, -0.2, -0.1], [-1.2, 0.3, -0.3], [1.7, -0.4, 0.3], [-0.1, -0.5, -0.1], [-0.5, -0.1, -0.5], [-0.2, 0.3, 0.1], [-0.1, 0.4, 0.3], [-0.4, -0.2, 0.2], [-0.1, -0.5, -0.1], [0.2, 0.2, 0.1], [0.3, 0.3, 0.1], [-0.1, -1.1, 0.5], [-0.1, 0.3, 0.1], [-0.4, 0.2, -0.9], [-0.3, 0.8, 0.7], [0.0, 0.1, -0.6], [0.0, -0.1, -0.5], [0.3, -0.1, 0.0], [0.4, -0.1, 0.4], [-0.9, -1.0, -1.2], [-0.1, 1.6, -0.6], [0.0, 0.1, 0.2], [0.2, 0.1, -0.2], [0.7, -0.1, 0.4], [0.5, -0.2, -0.1], [0.0, 0.0, 0.3], [-0.5, -0.1, 0.0], [0.4, 0.2, 0.0], [-0.2, 0.0, 0.3], [-0.3, -0.2, 0.1], [-0.1, -0.4, 0.1], [0.1, 0.2, -0.3], [-0.2, 0.0, -0.1], [0.7, -1.3, 0.0], [0.7, 0.7, -1.9], [-0.6, 0.1, -0.1], [0.4, 0.2, 0.3], [-0.2, 0.3, 0.1], [-0.1, 0.0, -0.2], [-0.1, 0.6, 0.1], [-0.1, 0.2, 0.2], [0.3, 0.0, 0.3], [-0.2, 0.0, 0.3], [-0.3, -0.3, -0.4], [0.1, 0.1, -0.4], [-0.3, -0.1, 0.4], [-0.2, 0.5, 0.2], [0.5, 0.2, 0.1], [-1.1, -0.3, -0.6], [-0.1, -0.6, -0.2], [0.7, 0.7, 1.5], [0.0, -0.2, -0.4], [-0.3, -0.2, 0.2], [-0.2, 0.4, 0.0], [0.4, 0.4, -0.2], [0.0, -0.3, -0.2]], "lowdin_charge": [-0.03, -0.40, 0.07, 0.07, 0.07, -0.21, -0.21, 0.04, 0.05, 0.04, 0.05, 0.86, 0.00, -0.08, 0.10, 0.09, -0.03, -0.03, -0.17, 0.08, -0.30, -0.22, 0.10, 0.12, 0.09, 0.10, 0.08, 0.09, -0.03, -0.03, -0.15, 0.09, -0.28, -0.22, 0.09, 0.14, 0.09, 0.10, -0.22, -0.32, -0.07, -0.18, 0.07, -0.11, 0.13, -0.03, 0.10, -0.15, -0.10, 0.12, 0.09, 0.10, 0.38, 0.46, -0.24, -0.22, -0.19, 0.02, -0.03, 0.04, 0.04, 0.04, 0.04, -0.06, 0.04, 0.02, -0.01, -0.49, 0.21, -0.15, 0.09, 0.03, 0.10, 0.13, 0.11], "e_homo_ev": [-3.842, -3.843], "max_force_ev_per_a": 2.16}

{"formula": "C31H46HfN3O3SSe2", "method": "ωB97M-V/def2-TZVPD", "species": ["Hf", "C", "C", "C", "C", "C", "C", "C", "C", "C", "C", "C", "C", "H", "H", "H", "H", "H", "H", "H", "H", "H", "H", "H", "H", "H", "H", "H", "H", "H", "H", "C", "C", "C", "C", "C", "C", "C", "S", "O", "O", "N", "C", "C", "C", "C", "C", "N", "H", "H", "H", "H", "H", "H", "H", "H", "H", "H", "H", "C", "Se", "C", "C", "Se", "C", "H", "H", "H", "H", "H", "H", "H", "H", "H", "H", "C", "N", "C", "C", "O", "H", "H", "H", "H", "H", "H", "H"], "xyz": [[0.225, 0.490, -0.162], [0.391, -3.270, -1.119], [1.336, -2.107, -1.005], [1.723, -1.669, 0.272], [1.378, -2.519, 1.464], [2.563, -0.528, 0.408], [3.077, -0.114, 1.770], [3.083, 0.078, -0.755], [4.021, 1.249, -0.628], [2.875, -0.516, -2.024], [3.723, -0.049, -3.175], [1.950, -1.556, -2.155], [1.620, -2.160, -3.491], [0.906, -4.203, -0.872], [-0.015, -3.389, -2.118], [-0.441, -3.173, -0.421], [2.024, -3.402, 1.452], [0.352, -2.877, 1.444], [1.549, -2.011, 2.404], [3.939, -0.734, 2.026], [2.336, -0.244, 2.553], [3.408, 0.920, 1.796], [5.013, 0.907, -0.319], [3.686, 1.958, 0.129], [4.146, 1.779, -1.569], [3.416, 0.931, -3.547], [3.709, -0.742, -4.008], [4.762, 0.038, -2.858], [1.953, -3.199, -3.539], [2.062, -1.627, -4.324], [0.540, -2.175, -3.645], [-3.409, -4.587, 5.557], [-2.986, -3.504, 4.616], [-1.646, -3.116, 4.521], [-1.251, -2.128, 3.641], [-2.213, -1.513, 2.845], [-3.565, -1.858, 2.937], [-3.932, -2.855, 3.814], [-1.803, -0.250, 1.749], [-1.506, -0.778, 0.343], [-2.811, 0.763, 1.761], [-0.283, 0.266, 1.967], [0.092, 1.544, 2.415], [-0.120, 2.131, 3.647], [0.452, 3.378, 3.852], [1.209, 3.973, 2.843], [1.356, 3.318, 1.640], [0.790, 2.119, 1.419], [-2.643, -4.796, 6.301], [-3.601, -5.507, 5.001], [-4.333, -4.319, 6.069], [-0.911, -3.586, 5.161], [-0.222, -1.805, 3.601], [-4.308, -1.342, 2.344], [-4.976, -3.129, 3.899], [-0.692, 1.623, 4.410], [0.325, 3.882, 4.801], [1.682, 4.933, 2.993], [1.939, 3.742, 0.836], [1.924, 4.085, -1.746], [1.201, 2.345, -2.239], [-0.470, 2.994, -3.003], [-1.391, 3.610, -1.979], [-2.005, 2.306, -0.655], [-2.263, 3.598, 0.776], [2.066, 4.639, -2.671], [2.892, 3.928, -1.277], [1.259, 4.626, -1.081], [-0.917, 2.136, -3.498], [-0.193, 3.718, -3.771], [-2.285, 4.007, -2.461], [-0.914, 4.426, -1.439], [-1.308, 4.043, 1.045], [-2.713, 3.079, 1.614], [-2.945, 4.354, 0.397], [-1.154, -0.272, -4.825], [-1.933, -0.860, -3.734], [-3.126, -1.622, -4.128], [-1.619, -0.723, -2.481], [-0.608, -0.067, -2.061], [-0.953, -1.042, -5.568], [-0.216, 0.117, -4.441], [-1.736, 0.520, -5.296], [-2.824, -2.464, -4.749], [-3.791, -0.974, -4.697], [-3.640, -1.984, -3.242], [-2.279, -1.204, -1.759]], "forces_ev_per_angstrom": [[0.2, -0.6, -0.7], [0.0, 0.0, 0.0], [0.0, 0.1, 0.0], [0.0, 0.1, 0.3], [0.0, -0.1, 0.0], [-0.1, 0.0, 0.1], [0.0, 0.0, 0.0], [0.0, 0.0, 0.1], [0.0, 0.0, 0.0], [0.0, 0.1, 0.1], [0.0, 0.0, 0.0], [-0.1, 0.0, 0.0], [0.0, 0.0, 0.0], [0.0, 0.0, 0.0], [0.0, 0.0, 0.0], [0.0, 0.0, 0.0], [0.0, 0.0, 0.0], [0.0, 0.0, 0.0], [0.0, 0.0, 0.0], [0.0, 0.0, 0.0], [0.0, 0.0, 0.0], [0.0, 0.0, 0.0], [0.0, 0.0, 0.0], [0.0, 0.0, 0.0], [0.0, 0.0, 0.0], [0.0, 0.0, 0.0], [0.0, 0.0, 0.0], [0.0, 0.0, 0.0], [0.0, 0.0, 0.0], [0.0, 0.0, 0.0], [0.0, 0.0, 0.0], [0.0, 0.0, 0.0], [0.0, 0.0, 0.0], [0.0, 0.0, 0.0], [0.0, 0.1, 0.0], [0.0, 0.0, 0.0], [0.0, 0.0, -0.1], [0.0, 0.0, 0.0], [0.5, -0.2, -0.1], [-0.1, 0.0, 0.2], [0.0, 0.0, 0.1], [-0.2, 0.2, -0.2], [-0.1, -0.1, 0.1], [0.0, 0.1, -0.1], [0.0, 0.0, 0.0], [0.0, 0.0, 0.0], [0.0, -0.1, 0.0], [0.1, 0.1, 0.0], [0.0, 0.0, 0.0], [0.0, 0.0, 0.0], [0.0, 0.0, 0.0], [0.0, 0.0, 0.0], [0.0, 0.0, 0.0], [0.0, 0.0, 0.0], [0.0, 0.0, 0.0], [0.0, 0.0, 0.0], [0.0, 0.0, 0.0], [0.0, 0.0, 0.0], [0.0, 0.0, 0.0], [0.0, 0.0, 0.0], [-0.1, 0.1, 0.0], [0.0, 0.0, 0.0], [0.0, 0.0, 0.0], [-0.1, 0.1, 0.2], [0.0, 0.0, 0.0], [0.0, 0.0, 0.0], [0.0, 0.0, 0.0], [0.0, 0.0, 0.0], [0.0, 0.0, 0.0], [0.0, 0.0, 0.0], [0.0, 0.0, 0.0], [0.0, 0.0, 0.0], [0.0, 0.0, 0.0], [0.0, 0.0, 0.0], [0.0, 0.0, 0.0], [0.0, 0.0, 0.0], [0.1, 0.0, 0.0], [0.0, 0.0, 0.0], [-0.2, -0.1, 0.1], [0.1, 0.2, -0.1], [0.0, 0.0, 0.0], [0.0, 0.0, 0.0], [0.0, 0.0, 0.0], [0.0, 0.0, 0.0], [0.0, 0.0, 0.0], [0.0, 0.0, 0.0], [0.0, 0.0, 0.0]], "lowdin_charge": [1.60, 0.00, -0.21, -0.26, -0.01, -0.27, -0.01, -0.25, -0.03, -0.20, -0.01, -0.16, 0.00, 0.12, 0.08, 0.08, 0.13, 0.08, 0.06, 0.13, 0.07, 0.07, 0.13, 0.07, 0.07, 0.07, 0.09, 0.11, 0.12, 0.08, 0.07, -0.02, -0.22, 0.00, -0.06, -0.31, -0.03, 0.01, 0.69, -0.44, -0.28, -0.20, -0.40, 0.05, 0.02, -0.01, -0.10, -0.02, 0.09, 0.11, 0.10, 0.13, 0.09, 0.13, 0.14, 0.14, 0.14, 0.13, 0.10, -0.30, 1.03, -0.48, -0.47, 1.04, -0.29, 0.06, 0.03, 0.03, 0.04, 0.10, 0.10, 0.07, 0.03, 0.03, 0.06, 0.01, -0.12, 0.03, -0.24, -0.28, 0.12, 0.08, 0.12, 0.11, 0.11, 0.10, 0.15], "charge": 3, "e_homo_ev": -16.531, "max_force_ev_per_a": 0.91}